{"formula": "C3H2IN2O2", "method": "wB97M-V/def2-TZVPD", "elements": ["O", "C", "C", "C", "O", "N", "N", "I", "H", "H"], "xyz": [[0.56998, -2.63893, -0.16821], [0.12127, -1.56539, 0.01251], [-0.91007, -0.75949, 0.40732], [-0.96909, 0.63548, 0.11396], [-1.88099, 1.36570, 0.30989], [0.19930, 1.14588, -0.43910], [1.17261, 0.35245, -0.90999], [3.04027, 0.65550, 0.23217], [-1.65191, -1.27717, 0.93939], [0.30863, 2.08597, -0.49793]], "spin_multiplicity": 1, "homo_energy_ev": [-3.47, -3.47], "smiles": "O=C=CC(=O)N[N-]I", "e_lumo_ev": [3.281, 3.281], "total_energy_ev": -18318.5576, "homo_lumo_gap_ev": [6.753, 6.753], "charge": -1}